(1)
Here is C8H10 in the gas phase from the OMol25 dataset. Energies are from ωB97M-V/def2-TZVPD.

The calculation puts the LUMO energy at 0.77 eV. As for the orbital gap: 9.27 eV. As for the structure (SMILES): C#CC(C=C)=C(C)C. The HOMO energy is -8.51 eV.

The geometry in ORCA input format:
```
! wB97M-V def2-TZVPD RIJCOSX def2/J DEFGRID3
* xyz 0 1
C 3.273 -0.428 0.140
C 2.071 -0.583 -0.188
C 0.561 -0.572 -0.334
C -0.319 -1.765 -0.429
C -1.086 -2.153 0.541
C -0.162 0.625 -0.169
C 0.288 2.009 0.191
C -1.547 0.843 -0.249
H 4.356 -0.558 0.240
H -0.001 -2.383 -1.444
H -1.758 -2.984 0.077
H -1.181 -1.481 1.560
H 1.501 1.866 0.169
H -0.121 2.269 1.227
H 0.014 2.670 -0.775
H -2.071 1.010 0.791
H -1.645 1.689 -0.940
H -2.173 -0.076 -0.407
*
```

Atomic partial charges in e from the Mulliken method, atoms 1 to 4: -0.008, -0.418, 0.401, -0.486



(2)
Here is C8H10 in the gas phase from the OMol25 dataset. Energies are from ωB97M-V/def2-TZVPD.

The calculation puts the LUMO energy at 0.72 eV. As for the orbital gap: 8.33 eV. The HOMO energy is -7.61 eV.

The geometry in ORCA input format:
```
! wB97M-V def2-TZVPD RIJCOSX def2/J DEFGRID3
* xyz 0 1
C -1.699 -0.889 0.415
C -2.246 0.246 0.162
C -0.541 -1.814 0.327
C -0.273 0.048 -1.362
C -0.836 0.708 -0.106
C 0.319 -0.782 -0.247
C -0.319 1.986 0.438
C 1.697 -0.377 0.368
H -0.059 -2.292 1.180
H -0.842 -2.584 -0.440
H -0.959 -0.451 -2.004
H 0.430 0.455 -2.099
H 0.389 1.762 1.342
H -1.137 2.521 0.708
H 0.181 2.481 -0.284
H 2.274 -1.301 0.343
H 1.489 -0.302 1.471
H 2.132 0.586 -0.214
*
```

Atomic partial charges in e from the Mulliken method, atoms 1 to 4: 0.049, -1.021, -0.431, -0.729



(3)
Here is C8H10 in the gas phase from the OMol25 dataset. Energies are from ωB97M-V/def2-TZVPD.

The calculation puts the LUMO energy at 1.10 eV. As for the orbital gap: 9.75 eV. As for the structure (SMILES): C#C/C(C)=C\C1CC1. The HOMO energy is -8.65 eV.

The geometry in ORCA input format:
```
! wB97M-V def2-TZVPD RIJCOSX def2/J DEFGRID3
* xyz 0 1
C -2.632 1.896 0.027
C -1.964 0.946 -0.227
C -1.181 -0.393 -0.248
C -2.212 -1.498 0.012
C 0.092 -0.715 -0.274
C 1.111 0.363 0.028
C 2.573 0.232 0.653
C 2.415 0.447 -0.815
H -3.356 2.804 0.353
H -2.701 -1.367 -0.929
H -2.883 -1.025 0.855
H -1.927 -2.585 0.447
H 0.598 -1.592 0.027
H 0.602 1.380 0.151
H 2.823 -0.900 0.808
H 3.114 0.978 1.467
H 2.821 -0.513 -1.257
H 2.706 1.541 -1.079
*
```

Atomic partial charges in e from the Mulliken method, atoms 1 to 4: 0.159, -0.847, 0.584, -1.083



Calculated F_max in order - 6.09, 5.37, 5.05 eV/Å
Calculated relative energy (zero: lowest compared OMol25 entry of this formula, charge and spin) in order - 616.31, 686.32, 630.66 kJ/mol